i:
The following is a quantum chemistry calculation of a single C8H13N molecule, from OMol25.

Output
- HOMO energy: -8.51 eV
- SMILES: CC1=C[C@H]2CC[C@@H]1CN2
- Gap between HOMO and LUMO: 9.468 eV

Each line ends with the Mulliken charge.
Cartesian coordinates (Å):
C1 2.689 -0.200 -0.176  -1.4016
C2 1.180 -0.118 -0.152  0.3999
C3 0.407 -0.252 -1.268  -0.6606
C4 -1.105 -0.034 -1.014  -0.1133
C5 -1.587 -1.048 -0.154  -0.7311
C6 -0.692 -1.067 1.066  -0.7970
C7 0.329 0.023 1.066  0.1368
C8 -0.276 1.393 0.803  -0.8464
N1 -1.184 1.318 -0.364  -0.5450
H1 3.070 -0.871 0.684  0.2805
H2 3.037 -0.515 -1.108  0.4210
H3 3.100 0.794 -0.108  0.2866
H4 0.788 -0.544 -2.290  0.2743
H5 -1.693 0.070 -1.893  0.5454
H6 -1.653 -2.078 -0.638  0.2715
H7 -2.622 -0.822 0.136  0.3711
H8 -1.272 -1.131 2.032  0.3371
H9 -0.122 -2.105 1.155  0.2624
H10 0.964 -0.016 1.990  0.4919
H11 -0.741 1.648 1.841  0.2899
H12 0.502 2.105 0.720  0.3792
H13 -0.749 2.065 -1.012  0.3473

ii:
The following is a quantum chemistry calculation of a single C8H13N molecule, from OMol25.

Output
- HOMO energy: -7.33 eV
- SMILES: C=C/C(N)=C\C(=C)CC
- Gap between HOMO and LUMO: 7.737 eV

Each line ends with the Mulliken charge.
Cartesian coordinates (Å):
C1 -1.880 -2.233 0.729  -0.8636
C2 -0.861 -1.392 0.914  -0.4530
C3 0.303 -1.270 0.051  0.9994
N1 0.505 -2.253 -0.889  -0.5181
C4 1.262 -0.287 0.236  -0.8756
C5 0.938 1.042 0.614  0.4393
C6 1.706 1.979 1.147  -0.9377
C7 -0.593 1.495 -0.014  -0.6122
C8 -0.438 1.656 -1.518  -1.0876
H1 -2.663 -2.327 1.462  0.2678
H2 -1.941 -2.896 -0.121  0.3065
H3 -0.846 -0.745 1.781  0.4377
H4 0.137 -3.175 -0.685  0.1940
H5 1.405 -2.260 -1.347  0.2174
H6 2.280 -0.507 -0.076  0.2698
H7 2.781 1.864 1.183  0.2534
H8 1.307 2.898 1.541  0.2863
H9 -1.433 0.848 0.223  0.2918
H10 -0.783 2.455 0.465  0.4544
H11 -0.305 0.691 -1.999  0.2619
H12 0.436 2.272 -1.751  0.3068
H13 -1.318 2.145 -1.946  0.3613

iii:
The following is a quantum chemistry calculation of 2 unconnected molecules or ions with the total composition C8H13N, from OMol25.

Output
- HOMO energy: -8.82 eV
- SMILES: C=C[C@H](C)C(=C)C.C#N
- Gap between HOMO and LUMO: 9.765 eV

Each line ends with the Mulliken charge.
Cartesian coordinates (Å):
C1 -0.065 0.522 -2.553  -0.7158
C2 -0.761 0.999 -1.540  -0.5130
C3 -0.435 0.711 -0.092  0.6104
C4 0.714 1.639 0.317  -1.2360
C5 -0.185 -0.774 0.050  0.5652
C6 0.999 -1.352 -0.089  -1.0090
C7 -1.438 -1.577 0.225  -1.4809
H1 0.759 -0.154 -2.405  0.2416
H2 -0.299 0.772 -3.574  0.3080
H3 -1.587 1.674 -1.716  0.3528
H4 -1.303 0.967 0.522  0.3361
H5 0.921 1.554 1.377  0.1710
H6 0.441 2.668 0.095  0.4477
H7 1.622 1.401 -0.237  0.2540
H8 1.109 -2.423 -0.035  0.2842
H9 1.910 -0.793 -0.225  0.2865
H10 -1.210 -2.637 0.311  0.3708
H11 -2.097 -1.424 -0.632  0.3285
H12 -1.967 -1.259 1.124  0.3600
C8 0.976 -0.153 3.035  0.0563
N1 0.055 -0.689 2.635  -0.3366
H13 1.843 0.327 3.408  0.3185

Relative energies, unit kJ/mol: i 0.0; ii 60.3; iii 55.0

i:
The following is a quantum chemistry calculation of a single C3H4INO molecule, from OMol25.

Output
- HOMO energy: -9.05 eV
- SMILES: C=C(I)C(N)=O
- Gap between HOMO and LUMO: 9.650 eV

Each line ends with the Mulliken charge.
Cartesian coordinates (Å):
C1 -0.689 -1.083 -1.011  -0.7927
C2 -0.907 -0.206 -0.012  0.0548
I1 -2.733 0.131 0.926  0.0969
C3 0.149 0.847 0.658  0.6129
N1 1.478 0.641 0.363  -0.3305
O1 -0.326 1.596 1.421  -0.5077
H1 -1.236 -1.882 -1.513  0.3022
H2 0.295 -1.250 -1.391  0.1696
H3 1.864 -0.066 -0.225  0.1664
H4 2.108 1.273 0.785  0.2281

ii:
The following is a quantum chemistry calculation of 2 unconnected molecules or ions with the total composition C3H4INO, from OMol25.

Output
- HOMO energy: -9.51 eV
- SMILES: c1cocn1.I
- Gap between HOMO and LUMO: 10.395 eV

Each line ends with the Mulliken charge.
Cartesian coordinates (Å):
C1 -0.925 0.935 -0.548  -0.3311
C2 -2.061 0.206 -0.550  0.0108
O1 -1.877 -0.956 0.030  -0.2929
C3 -0.547 -0.932 0.381  0.0315
N1 0.028 0.172 0.065  -0.4165
H1 -0.766 1.976 -0.968  0.2920
H2 -3.026 0.169 -0.997  0.3945
H3 -0.347 -1.716 1.127  0.3136
I1 5.125 0.442 0.176  -0.0824
H4 4.396 -0.296 1.285  0.0806

Relative energies, unit kJ/mol: i 0.0; ii 35.1

i:
The following is a quantum chemistry calculation of 13 unconnected molecules or ions with the total composition H26O13, from OMol25.

Output
- Net charge: +1
- HOMO energy (spin up / spin down): -13.75 / -13.61 eV
- Spin multiplicity: 2
- ⟨S²⟩: 0.7552
- Gap between HOMO and LUMO (spin up / spin down): 10.619 / 3.835 eV

Each line ends with the Mulliken charge.
Cartesian coordinates (Å):
O1 1.775 -18.064 3.676  0.0347
H1 1.415 -17.384 3.107  0.1796
H2 2.530 -18.404 3.196  0.0578
O2 3.176 -21.312 3.289  -0.5973
H3 3.321 -22.212 3.583  0.2706
H4 2.506 -21.387 2.610  0.3107
O3 -0.953 -19.867 3.969  -0.6686
H5 -0.123 -20.136 4.363  0.3266
H6 -1.235 -20.628 3.460  0.3190
O4 0.706 -18.348 -0.191  -0.6537
H7 0.483 -17.931 0.641  0.3856
H8 0.261 -17.817 -0.852  0.2884
O5 0.567 -17.415 6.014  -0.5801
H9 -0.338 -17.719 5.956  0.3478
H10 0.954 -17.648 5.170  0.3877
O6 3.902 -16.499 5.250  -0.0741
H11 4.248 -16.246 4.394  0.4782
H12 3.276 -17.197 5.060  0.3360
O7 3.417 -18.483 1.438  -0.6147
H13 4.182 -19.058 1.442  0.2960
H14 3.055 -18.570 0.556  0.2237
O8 4.428 -19.309 4.891  -0.5401
H15 5.379 -19.250 4.801  0.3255
H16 4.122 -19.585 4.027  0.2352
O9 0.835 -15.670 2.021  -0.6347
H17 0.747 -15.274 1.154  0.2942
H18 0.063 -16.228 2.110  0.2641
O10 -0.984 -17.570 2.286  -0.6379
H19 -0.979 -18.422 2.722  0.3426
H20 -1.814 -17.171 2.548  0.2774
O11 2.105 -13.585 3.589  -0.6167
H21 1.868 -13.014 2.858  0.2959
H22 1.874 -14.465 3.291  0.3420
O12 1.417 -20.941 5.204  -0.7226
H23 1.806 -20.991 6.076  0.3236
H24 2.141 -20.689 4.631  0.3701
O13 4.647 -16.162 2.513  -0.6493
H25 4.775 -15.596 1.752  0.3107
H26 4.336 -16.990 2.146  0.3663

ii:
The following is a quantum chemistry calculation of 13 unconnected molecules or ions with the total composition H26O13, from OMol25.

Output
- Net charge: +1
- HOMO energy (spin up / spin down): -14.05 / -14.04 eV
- Spin multiplicity: 2
- ⟨S²⟩: 0.7560
- Gap between HOMO and LUMO (spin up / spin down): 10.706 / 3.008 eV

Each line ends with the Mulliken charge.
Cartesian coordinates (Å):
O1 -0.080 -1.922 3.595  -0.6250
H1 -0.540 -1.329 2.935  0.3551
H2 0.077 -2.781 3.120  0.2923
O2 0.017 0.016 -1.510  -0.5465
H3 0.262 0.940 -1.464  0.4701
H4 -0.128 -0.144 -0.562  0.1037
O3 2.892 1.358 -0.690  -0.3048
H5 2.921 0.605 -1.311  0.3457
H6 1.941 1.332 -0.552  0.3372
O4 -2.600 0.609 -2.860  -0.6248
H7 -1.876 0.663 -3.528  0.3207
H8 -2.068 -0.139 -2.480  0.2513
O5 -3.024 -0.966 -0.647  -0.5782
H9 -2.901 -1.659 0.041  0.2934
H10 -3.819 -0.469 -0.459  0.3147
O6 -1.535 2.861 1.837  -0.5846
H11 -2.212 2.958 2.531  0.3293
H12 -1.998 2.839 0.984  0.3497
O7 2.045 -0.817 1.258  -0.2913
H13 2.980 -0.965 1.377  0.3381
H14 1.634 -1.242 2.012  0.2724
O8 -2.538 2.185 -0.785  -0.6698
H15 -2.531 1.228 -1.014  0.2309
H16 -3.320 2.207 -1.349  0.3605
O9 3.943 -1.702 -1.266  -0.5442
H17 3.241 -1.405 -1.862  0.3490
H18 3.398 -1.440 -0.474  0.2463
O10 -0.974 -0.223 1.088  -0.5565
H19 -1.304 0.464 0.507  0.2594
H20 -0.109 0.098 1.354  0.3408
O11 1.235 1.340 -3.181  -0.5911
H21 0.763 0.561 -3.539  0.3000
H22 0.924 1.866 -3.950  0.3008
O12 1.480 -3.629 0.723  -0.5468
H23 0.833 -4.047 1.334  0.3005
H24 0.997 -2.955 0.217  0.3502
O13 0.625 1.092 2.577  -0.5258
H25 1.497 1.125 3.023  0.2941
H26 -0.148 1.489 2.971  0.2832

Relative energies, unit kJ/mol: i 0.0; ii 337.3

i:
The following is a quantum chemistry calculation of 2 unconnected molecules or ions with the total composition C3H8OS2, from OMol25.

Output
- Net charge: +1
- HOMO energy (spin up / spin down): -12.55 / -12.55 eV
- Spin multiplicity: 2
- ⟨S²⟩: 0.7545
- Gap between HOMO and LUMO (spin up / spin down): 7.016 / 4.164 eV

Each line ends with the Mulliken charge.
Cartesian coordinates (Å):
C1 1.235 2.160 1.565  -0.7337
S1 2.538 1.118 0.857  0.3153
S2 1.717 0.742 -0.970  0.1125
H1 0.935 1.809 2.550  0.3241
H2 0.444 2.310 0.842  0.3108
H3 1.641 3.160 1.764  0.3744
H4 2.819 0.029 -1.236  0.2729
O1 -2.374 -3.276 -0.967  -0.4011
C2 -1.586 -2.440 -0.641  0.1579
C3 -1.613 -0.962 -0.869  -0.6845
H5 -0.562 -2.794 -0.306  0.2283
H6 -2.689 -0.743 -0.814  0.2754
H7 -1.381 -0.486 -1.819  0.3015
H8 -1.125 -0.626 0.045  0.1463

ii:
The following is a quantum chemistry calculation of 2 unconnected molecules or ions with the total composition C3H8OS2, from OMol25.

Output
- Net charge: +1
- HOMO energy (spin up / spin down): -12.88 / -12.88 eV
- Spin multiplicity: 2
- ⟨S²⟩: 0.7550
- Gap between HOMO and LUMO (spin up / spin down): 8.349 / 4.109 eV

Each line ends with the Mulliken charge.
Cartesian coordinates (Å):
C1 -0.524 -1.859 2.662  -0.9081
C2 -0.975 -0.407 2.781  0.0431
C3 -0.826 0.485 1.784  0.4030
O1 -1.386 1.761 1.836  -0.3356
H1 -1.386 -2.524 2.799  0.3353
H2 -0.062 -2.037 1.684  0.3038
H3 0.200 -2.065 3.439  0.3478
H4 -1.522 -0.014 3.620  0.3762
H5 -0.373 0.252 0.806  0.0020
H6 -1.670 1.933 0.921  0.4108
S1 1.627 0.754 -1.990  -0.0660
S2 0.110 -0.651 -2.300  -0.2190
H7 1.299 1.162 -0.750  0.1082
H8 0.751 -1.757 -1.932  0.1986

Relative energies, unit kJ/mol: i 0.0; ii 14.1

i:
The following is a quantum chemistry calculation of a gas-phase ion, C9H18NOS (charge +1), from OMol25.

Output
- Net charge: +1
- HOMO energy: -12.79 eV
- SMILES: C[C@@H](O)[C@@H]1SC=C[N@H+]1C(C)(C)C
- Gap between HOMO and LUMO: 9.764 eV

Each line ends with the Mulliken charge.
Cartesian coordinates (Å):
C1 -0.551 -1.498 -3.278  -1.5938
C2 -0.476 -0.281 -2.309  0.2061
O1 -1.661 0.523 -2.452  -0.5074
C3 -0.336 -0.937 -0.856  -0.4874
S1 -2.000 -1.880 -0.567  -0.0954
C4 -2.582 -0.584 0.349  -0.3930
C5 -1.781 0.423 0.665  -0.3941
N1 -0.406 0.443 0.333  -0.1086
C6 0.603 0.343 1.403  1.3732
C7 0.330 1.465 2.344  -1.8376
C8 0.571 -1.015 2.040  -1.6174
C9 1.893 0.603 0.694  -1.7824
H1 -0.954 -2.393 -3.007  0.4391
H2 0.443 -1.706 -3.599  0.4288
H3 -1.015 -1.198 -4.177  0.4443
H4 0.449 0.240 -2.455  0.4860
H5 -2.436 -0.088 -2.548  0.4079
H6 0.537 -1.526 -0.614  0.5749
H7 -3.582 -0.642 0.654  0.5110
H8 -2.425 1.232 1.003  0.3635
H9 -0.168 1.166 -0.332  0.5702
H10 0.106 2.345 1.734  0.4349
H11 -0.565 1.407 3.044  0.3335
H12 1.227 1.580 2.815  0.5817
H13 -0.422 -1.276 2.192  0.4125
H14 1.165 -1.065 2.940  0.4764
H15 1.046 -1.698 1.350  0.3618
H16 2.072 1.598 0.366  0.4508
H17 2.693 0.297 1.229  0.5549
H18 1.926 -0.034 -0.202  0.4053

ii:
The following is a quantum chemistry calculation of a gas-phase ion, C9H18NOS (charge +1), from OMol25.

Output
- Net charge: +1
- HOMO energy: -12.49 eV
- SMILES: CC(C)C1=CS[C@H](O)[N@H+]1C(C)C
- Gap between HOMO and LUMO: 9.632 eV

Each line ends with the Mulliken charge.
Cartesian coordinates (Å):
C1 2.347 -1.459 1.054  -1.5388
C2 1.632 -0.765 -0.070  0.7168
C3 2.136 -1.242 -1.514  -1.3346
C4 0.185 -0.938 0.082  -0.6759
C5 -0.514 -1.925 0.673  0.1160
S1 -2.221 -1.736 0.610  -0.1799
C6 -2.190 -0.203 -0.471  -0.0622
O1 -2.635 -0.445 -1.710  -0.5277
N1 -0.633 0.097 -0.511  -0.1058
C7 -0.502 1.544 0.231  0.4616
C8 -0.735 1.466 1.668  -1.2222
C9 -1.219 2.656 -0.501  -1.3366
H1 2.146 -2.606 0.845  0.3380
H2 2.154 -1.169 2.120  0.2759
H3 3.416 -1.405 0.873  0.4199
H4 1.795 0.245 0.024  0.2556
H5 3.209 -1.067 -1.771  0.3792
H6 1.536 -0.653 -2.181  0.3662
H7 1.769 -2.223 -1.743  0.3695
H8 -0.070 -2.781 1.218  0.3500
H9 -2.748 0.664 0.013  0.4846
H10 -2.194 -1.273 -2.152  0.4603
H11 -0.436 0.201 -1.536  0.5143
H12 0.513 1.685 0.022  0.2766
H13 -1.868 1.299 1.987  0.2914
H14 -0.217 0.624 2.311  0.2168
H15 -0.488 2.417 2.177  0.4895
H16 -1.794 3.224 0.360  0.3483
H17 -1.840 2.410 -1.258  0.4060
H18 -0.536 3.358 -0.849  0.4473

Relative energies, unit kJ/mol: i 38.4; ii 0.0

i:
The following is a quantum chemistry calculation of a gas-phase ion, C6H11N (charge +1), from OMol25.

Output
- Net charge: +1
- HOMO energy (spin up / spin down): -13.97 / -13.94 eV
- Spin multiplicity: 2
- ⟨S²⟩: 0.7732
- Gap between HOMO and LUMO (spin up / spin down): 8.747 / 6.154 eV

Each line ends with the Mulliken charge.
Cartesian coordinates (Å):
C1 1.858 -1.088 0.687  -0.6694
C2 0.459 -0.885 1.045  -0.4144
C3 -0.151 0.175 0.180  -0.0971
C4 -1.447 0.051 -0.280  -0.0759
C5 -2.421 1.186 -0.490  -0.2463
C6 -2.006 2.465 -0.640  -0.3973
N1 2.017 -1.363 -0.896  -0.6470
H1 2.453 -0.140 0.935  0.3508
H2 2.367 -1.839 1.343  0.4225
H3 -0.111 -1.782 0.727  0.3235
H4 0.269 -0.538 2.027  0.3221
H5 0.362 1.050 -0.051  0.4613
H6 -1.968 -0.928 -0.229  0.3061
H7 -3.309 0.911 -1.112  0.3211
H8 -0.992 2.732 -0.281  0.1844
H9 -2.600 3.320 -0.953  0.3019
H10 2.266 -2.384 -0.771  0.2811
H11 2.954 -0.944 -1.242  0.2726

ii:
The following is a quantum chemistry calculation of a gas-phase ion, C6H11N (charge +1), from OMol25.

Output
- Net charge: +1
- HOMO energy (spin up / spin down): -13.16 / -13.12 eV
- Spin multiplicity: 2
- ⟨S²⟩: 0.7546
- Gap between HOMO and LUMO (spin up / spin down): 9.822 / 5.009 eV

Each line ends with the Mulliken charge.
Cartesian coordinates (Å):
C1 0.191 1.960 -1.822  -0.7172
N1 -1.075 1.735 -1.265  0.0342
C2 -1.407 0.366 -0.826  -0.4587
C3 1.218 -2.291 2.316  -0.6598
C4 1.243 -1.249 1.482  -0.3768
C5 0.375 -1.044 0.321  0.1004
C6 -0.503 0.002 0.324  -0.3034
H1 0.449 3.027 -1.672  0.3551
H2 0.254 1.458 -2.866  0.3384
H3 0.994 1.637 -1.109  0.3031
H4 -1.812 2.186 -1.779  0.3150
H5 -1.195 -0.373 -1.650  0.3073
H6 -2.499 0.380 -0.748  0.3843
H7 0.527 -3.042 2.647  0.3227
H8 2.128 -2.219 2.953  0.2114
H9 2.106 -0.627 1.708  0.2610
H10 0.574 -1.673 -0.617  0.2587
H11 -0.712 0.636 1.223  0.3244

iii:
The following is a quantum chemistry calculation of a gas-phase ion, C6H11N (charge +1), from OMol25.

Output
- Net charge: +1
- HOMO energy (spin up / spin down): -13.15 / -13.14 eV
- Spin multiplicity: 2
- ⟨S²⟩: 0.7732
- Gap between HOMO and LUMO (spin up / spin down): 9.558 / 5.841 eV

Each line ends with the Mulliken charge.
Cartesian coordinates (Å):
C1 1.720 -0.738 2.685  -0.7831
C2 0.509 -0.605 2.116  0.3959
N1 0.060 0.279 1.184  -0.0950
C3 -1.262 0.013 0.489  -0.4562
C4 0.037 0.546 -3.289  -1.2386
C5 -0.068 0.417 -1.773  -0.0576
C6 -1.160 0.154 -1.040  -0.2688
H1 2.115 -1.601 3.177  0.3045
H2 2.446 0.148 2.736  0.2657
H3 -0.275 -1.317 2.270  0.3643
H4 0.745 0.950 0.890  0.3109
H5 -1.424 -1.105 0.596  0.2913
H6 -1.997 0.564 1.013  0.3888
H7 1.106 0.610 -3.590  0.3277
H8 -0.170 -0.441 -3.539  0.3743
H9 -0.459 1.397 -3.902  0.3026
H10 0.946 0.158 -1.432  0.2481
H11 -2.103 -0.048 -1.640  0.3252

Relative energies, unit kJ/mol: i 61.5; ii 79.9; iii 0.0